(1)
{"formula": "C19H25N4O7PPb", "method": "ωB97M-V/def2-TZVPD", "elements": ["C", "C", "C", "C", "C", "C", "C", "C", "N", "Pb", "C", "P", "H", "H", "H", "H", "H", "H", "H", "H", "C", "C", "H", "C", "C", "H", "H", "H", "H", "H", "H", "H", "H", "H", "H", "H", "H", "H", "H", "O", "N", "O", "C", "C", "C", "C", "O", "C", "C", "N", "O", "O", "N", "O", "O", "H", "H"], "xyz": [[-2.464398, 0.607697, -4.244319], [-2.277730, -0.623834, -3.636358], [-1.498900, -0.743615, -2.480142], [-0.898059, 0.400945, -1.967048], [-1.051252, 1.644042, -2.569506], [-1.883427, 1.754927, -3.702393], [-1.408380, -2.093898, -1.820202], [-0.052255, -2.790972, -1.790305], [1.108104, -1.873287, -1.616874], [0.191898, 0.044623, -0.010268], [-0.375945, 2.890941, -2.027940], [1.321683, 2.506511, -1.366990], [-2.736952, -1.523370, -4.043379], [-2.043891, 2.739656, -4.133351], [-3.074265, 0.691818, -5.143973], [-0.954829, 3.326018, -1.188873], [-0.299417, 3.665374, -2.814752], [-1.786394, -2.041795, -0.790078], [-2.074238, -2.772079, -2.351426], [-0.026757, -3.475948, -0.940566], [1.660047, 4.114251, -0.571614], [2.197772, 2.724172, -2.981728], [0.116665, -3.371320, -2.708551], [1.641319, -1.367358, -2.896356], [2.209266, -2.515920, -0.862832], [-0.827882, 1.305515, 1.987032], [2.106787, -2.171088, -3.488516], [0.843481, -0.925541, -3.484865], [2.395072, -0.596061, -2.710551], [2.691503, -3.323657, -1.450840], [2.977818, -1.774978, -0.592475], [1.800518, -2.950091, 0.057661], [2.147379, 3.768499, -3.318282], [3.243805, 2.443251, -2.817489], [1.770617, 2.079907, -3.760121], [1.673913, 4.943164, -1.294983], [0.894462, 4.287256, 0.196568], [2.641797, 4.014781, -0.092120], [1.478116, 1.384358, 0.498913], [0.248984, -0.478949, 7.859640], [-0.409653, -1.287544, 7.176841], [-1.071194, -2.205775, 7.698320], [-0.415455, -1.134034, 5.747760], [0.248451, -0.040421, 5.181351], [-0.096981, 0.357237, 3.888013], [-1.009551, -0.407169, 3.079376], [-1.375958, 0.041271, 1.905481], [-1.411739, -1.661875, 3.613396], [-1.220522, -1.973395, 4.964751], [-1.901102, -2.685797, 2.699807], [-2.589454, -3.609816, 3.158279], [-1.524209, -2.640663, 1.505812], [0.501082, 1.505173, 3.280448], [1.579120, 1.976372, 3.660876], [-0.189087, 2.123405, 2.326722], [0.932540, 0.572913, 5.778504], [-1.672349, -2.853818, 5.404523]], "atomic_forces_ev_per_a": [[-0.08, 0.47, -0.06], [0.25, 0.01, 0.06], [-0.33, -0.42, -0.01], [-0.43, 0.18, -0.01], [-0.14, 0.95, -0.14], [0.51, -0.54, 0.36], [-0.11, -0.11, 0.09], [0.88, 0.02, -0.22], [0.29, 0.34, 0.89], [0.57, -1.00, -1.52], [-0.78, -0.55, 0.56], [-0.89, 2.35, -1.54], [0.07, 0.24, 0.03], [0.01, -0.23, -0.06], [0.11, -0.06, 0.27], [0.08, -0.16, -0.40], [0.18, -0.29, 0.49], [-0.03, 0.14, -0.09], [-0.18, 0.00, 0.18], [-0.15, -0.07, -0.19], [0.41, -0.45, 0.63], [0.85, -1.06, 0.27], [-0.07, 0.06, 0.17], [-0.10, 0.16, -0.10], [0.13, -0.36, 0.09], [-0.78, -0.01, 0.42], [-0.15, 0.06, 0.26], [-0.04, 0.00, -0.07], [-0.03, -0.15, 0.04], [-0.26, 0.37, 0.25], [-0.25, -0.22, -0.20], [0.17, 0.07, -0.17], [-0.14, -0.21, 0.41], [-0.05, 0.15, -0.37], [0.07, 0.03, 0.29], [-0.06, -0.41, 0.17], [0.29, 0.07, -0.11], [-0.18, 0.41, 0.01], [-0.15, -0.42, -0.88], [-0.97, -1.12, -1.89], [0.37, -0.63, 4.14], [1.01, 1.52, -1.84], [-0.17, 1.07, -1.47], [-0.13, 0.05, 0.80], [-0.15, -0.51, -0.53], [0.15, -0.02, -0.29], [0.26, 0.43, 0.41], [0.61, 0.36, 0.50], [0.16, 0.39, -0.73], [-1.25, -2.36, -0.85], [1.43, 2.19, -0.74], [-0.32, 0.32, 1.82], [2.38, 1.46, 1.72], [-3.45, -1.30, -1.27], [0.87, -0.83, 0.57], [-0.33, -0.30, -0.11], [0.02, -0.08, -0.05]], "lumo_ev": [-9.02, -9.02], "homo_energy_ev": [-15.207, -15.207], "e_tot_ev": -54909.588, "total_charge": 2}



(2)
{"formula": "C16H9Cl5N5S4Y", "method": "ωB97M-V/def2-TZVPD", "elements": ["Y", "Cl", "C", "C", "C", "Cl", "C", "Cl", "C", "Cl", "C", "Cl", "S", "C", "C", "N", "C", "S", "C", "N", "S", "C", "N", "C", "C", "N", "H", "H", "H", "H", "H", "H", "S", "C", "C", "N", "C", "H", "H", "H"], "xyz": [[0.938726, 0.784553, -0.451168], [-1.915818, -0.822231, -0.331436], [-2.238707, 0.896498, 0.011445], [-1.144830, 1.715168, -0.028628], [-1.367230, 3.060886, 0.151779], [0.051011, 4.084677, 0.054433], [-2.631725, 3.592321, 0.383288], [-2.865679, 5.280564, 0.586740], [-3.718040, 2.710005, 0.455347], [-5.294801, 3.317239, 0.765430], [-3.532367, 1.337255, 0.267226], [-4.863239, 0.242586, 0.338660], [3.295905, 1.796270, -1.019432], [3.253405, 1.707044, -2.779574], [4.471852, 2.169555, -3.396433], [5.453450, 2.555093, -3.850224], [2.243776, 1.266695, -3.568279], [0.670857, 0.654202, -3.057266], [2.426729, 1.287135, -4.997639], [2.546480, 1.280366, -6.139460], [1.195010, 0.195333, 2.407627], [-0.184711, -0.780402, 2.648608], [-1.350973, -0.322759, 3.095582], [-2.362827, -1.367431, 3.203612], [-1.547519, -2.643845, 2.885577], [-0.251919, -2.101304, 2.493793], [-1.520135, 0.667055, 3.160457], [-3.160318, -1.202034, 2.480069], [-2.788334, -1.392006, 4.206656], [-1.990670, -3.213893, 2.068768], [-1.443256, -3.290991, 3.757949], [0.569497, -2.641281, 2.285178], [3.573577, -3.424569, -0.382428], [2.515942, -3.477121, -1.721294], [1.670942, -2.418731, -1.685826], [1.842006, -1.585082, -0.606288], [2.818086, -2.010459, 0.155513], [2.575691, -4.246083, -2.468719], [0.930535, -2.166913, -2.427974], [3.129618, -1.493365, 1.048332]], "atomic_forces_ev_per_a": [[1.01, -0.89, 0.05], [-0.06, 0.20, 0.12], [-0.25, -0.20, 0.00], [-0.53, 0.27, 0.04], [-0.04, 0.22, 0.06], [-0.20, -0.04, 0.07], [0.05, -0.06, 0.03], [0.01, -0.01, 0.00], [-0.01, -0.03, -0.01], [-0.01, 0.01, 0.01], [0.07, -0.01, -0.05], [0.06, 0.02, 0.01], [-0.07, 0.13, -0.14], [0.19, 0.00, 0.07], [-0.36, -0.08, 0.12], [0.21, 0.05, -0.09], [-0.03, -0.05, -0.11], [0.10, 0.20, -0.09], [-0.04, -0.02, 0.39], [0.01, -0.01, -0.24], [-0.04, -0.03, -0.17], [0.18, 0.29, 0.08], [0.11, 0.00, -0.07], [-0.06, -0.03, 0.01], [-0.11, -0.12, -0.01], [0.09, 0.10, -0.01], [-0.05, -0.02, 0.00], [-0.02, -0.02, -0.02], [0.00, 0.00, -0.05], [0.01, 0.02, 0.05], [-0.03, 0.02, -0.04], [-0.05, -0.02, -0.04], [0.03, -0.08, -0.01], [-0.07, 0.07, -0.04], [-0.01, -0.04, -0.04], [-0.09, 0.11, 0.11], [-0.05, 0.12, 0.04], [0.02, -0.08, -0.05], [-0.01, -0.02, -0.03], [0.04, 0.03, 0.07]], "lumo_ev": -0.44, "homo_energy_ev": -7.631, "e_tot_ev": -131187.281}



(3)
{"formula": "C21H23F6FeN5O8PS2SeTe", "method": "ωB97M-V/def2-TZVPD", "elements": ["Fe", "F", "C", "F", "F", "S", "O", "O", "N", "S", "O", "O", "C", "F", "F", "F", "Se", "N", "C", "C", "C", "C", "C", "N", "C", "C", "N", "C", "C", "C", "C", "C", "N", "H", "H", "H", "H", "H", "H", "C", "C", "C", "O", "H", "H", "H", "H", "H", "H", "H", "C", "C", "O", "P", "O", "Te", "O", "C", "C", "H", "H", "H", "H", "H", "H", "H", "H", "H", "H"], "xyz": [[-0.028815, -0.428993, -0.058828], [0.462176, -4.727830, 2.096607], [-0.430816, -4.337894, 2.997279], [-0.053952, -4.779770, 4.197856], [-1.611941, -4.886451, 2.694608], [-0.604648, -2.517913, 2.998009], [-0.728875, -2.180236, 1.601750], [-1.729857, -2.281663, 3.855351], [0.721150, -2.034744, 3.700692], [1.915726, -1.312314, 2.959810], [1.729846, -1.169457, 1.538644], [2.373683, -0.189195, 3.727064], [3.273104, -2.534406, 3.100154], [4.422292, -1.938102, 2.786178], [3.071809, -3.551645, 2.272539], [3.363024, -3.007250, 4.345550], [-5.968276, 3.732687, 2.571798], [-4.216303, 3.753116, 2.887817], [-3.716704, 2.736518, 2.254071], [-2.288345, 2.404985, 2.255030], [-1.334205, 3.153696, 2.948562], [-0.013837, 2.793292, 2.861970], [0.327469, 1.697044, 2.071370], [-0.583042, 0.976144, 1.432436], [-1.865922, 1.313679, 1.523288], [-2.817683, 0.474042, 0.770744], [-2.296066, -0.547450, 0.108506], [-3.088838, -1.333414, -0.597430], [-4.464984, -1.132763, -0.676465], [-5.011757, -0.070707, 0.005281], [-4.173147, 0.756515, 0.749762], [-4.656066, 1.916226, 1.505084], [-5.900687, 2.278240, 1.547778], [-1.657690, 4.012249, 3.524202], [0.760116, 3.339066, 3.383359], [1.357920, 1.392303, 1.937614], [-2.604295, -2.148832, -1.122798], [-5.080121, -1.805229, -1.259108], [-6.072198, 0.146525, -0.025199], [0.108676, 2.881592, -1.970777], [-0.998205, 1.888011, -1.621325], [-2.148877, 1.982478, -2.623048], [-0.539194, 0.579375, -1.589457], [-0.279528, 3.908449, -1.997287], [0.529684, 2.630204, -2.949510], [0.914715, 2.814653, -1.238131], [-1.410121, 2.205147, -0.647016], [-1.783710, 1.743346, -3.627710], [-2.585807, 2.990029, -2.635996], [-2.930342, 1.260815, -2.360179], [6.095487, -1.477284, -1.619015], [4.653108, -1.425734, -2.060989], [3.943019, -0.604121, -1.146193], [2.398370, -0.224821, -1.398967], [2.017192, 0.774799, -0.356899], [1.060152, -2.230582, -1.501493], [2.440404, 0.480090, -2.844367], [2.182130, -0.167585, -4.094921], [0.799854, 0.189735, -4.597388], [6.684897, -2.065579, -2.327642], [6.174700, -1.926723, -0.627540], [6.507140, -0.467846, -1.570315], [4.212965, -2.426668, -2.069845], [4.579538, -1.013838, -3.070901], [2.264296, -1.247113, -3.994458], [2.960269, 0.172051, -4.780778], [0.091803, 0.109742, -3.767066], [0.506793, -0.503201, -5.392480], [0.771346, 1.210512, -4.989242]], "atomic_forces_ev_per_a": [[-1.00, 1.68, 0.89], [0.11, -0.13, -0.06], [-0.04, 0.03, 0.05], [0.00, -0.13, 0.05], [-0.01, -0.13, -0.03], [0.00, 0.49, 0.08], [-0.07, -0.25, 0.32], [0.10, -0.04, -0.04], [-0.01, 0.06, -0.13], [-0.47, 0.01, -0.06], [0.21, 0.14, 0.48], [-0.04, -0.13, -0.06], [-0.09, 0.07, 0.08], [0.15, -0.07, -0.04], [0.06, -0.16, -0.04], [0.10, -0.03, 0.05], [-0.43, 0.35, 0.17], [-0.07, 0.07, 0.06], [0.40, -0.31, -0.14], [-0.31, 0.37, 0.33], [-0.25, 0.13, -0.03], [0.09, -0.09, 0.01], [0.14, -0.03, 0.02], [0.79, -0.19, -0.60], [-0.38, -0.36, -0.12], [0.32, 0.22, 0.21], [0.72, -0.56, -0.39], [0.04, -0.09, -0.04], [0.06, -0.07, 0.01], [-0.13, 0.17, 0.07], [-0.45, 0.22, 0.09], [0.45, -0.31, -0.17], [-0.15, 0.05, 0.01], [0.02, -0.04, 0.01], [-0.01, -0.02, -0.03], [-0.06, 0.02, -0.07], [0.01, 0.05, 0.02], [0.03, 0.03, -0.01], [0.02, -0.03, 0.01], [0.04, 0.07, 0.01], [0.05, -0.23, 0.04], [-0.10, 0.10, -0.03], [-0.10, 0.09, -0.16], [0.05, -0.07, -0.02], [-0.03, 0.05, 0.08], [-0.03, 0.00, -0.05], [-0.03, 0.08, 0.04], [-0.05, 0.00, 0.07], [0.03, -0.11, -0.04], [0.05, 0.06, -0.04], [0.09, 0.01, 0.05], [-0.02, -0.08, -0.02], [0.03, 0.12, 0.12], [0.12, -0.02, -0.41], [-0.39, -0.76, -0.11], [0.44, -0.43, -0.53], [0.18, 0.05, 0.01], [-0.15, 0.15, -0.02], [-0.09, 0.01, -0.03], [-0.02, 0.02, 0.07], [0.00, 0.01, -0.05], [0.02, -0.04, -0.01], [-0.07, -0.04, 0.00], [-0.01, 0.06, -0.02], [0.03, -0.14, 0.13], [0.07, 0.02, 0.00], [0.04, -0.04, -0.07], [0.01, 0.08, 0.01], [-0.01, -0.05, 0.05]], "lumo_ev": [1.20, 1.20], "homo_energy_ev": [-4.480, -4.474], "e_tot_ev": -200276.073, "total_charge": -1}



(4)
{"formula": "C5H12N2", "method": "ωB97M-V/def2-TZVPD", "elements": ["C", "C", "C", "C", "N", "C", "N", "H", "H", "H", "H", "H", "H", "H", "H", "H", "H", "H", "H"], "xyz": [[0.752034, -1.267545, -2.556104], [0.299932, -1.195617, -1.290321], [1.190794, -0.783067, -0.164931], [0.906664, 0.741617, 0.168946], [-0.509970, 1.149907, 0.000012], [-1.424303, 0.482689, 0.878715], [-1.096459, 0.727154, 2.357498], [-0.002152, -1.203059, -3.351384], [1.770030, -1.146475, -2.913183], [-0.778028, -1.188601, -1.306712], [2.268738, -0.896701, -0.277715], [0.970745, -1.223192, 0.812592], [1.426342, 1.305263, -0.615782], [1.255485, 0.945656, 1.180839], [-0.487245, 2.157928, -0.010161], [-1.214951, -0.567430, 0.708230], [-2.489290, 0.706670, 0.832229], [-1.120012, -0.169991, 2.816280], [-1.718363, 1.424794, 2.730957]], "atomic_forces_ev_per_a": [[-0.83, 0.60, 0.02], [1.59, 0.14, -2.21], [-1.33, 1.22, 1.85], [-0.34, -0.50, -1.28], [0.48, -0.27, -0.49], [1.14, 0.55, 2.31], [0.44, -0.41, -1.72], [0.34, -0.56, 0.20], [0.12, -0.16, 0.45], [-0.14, -0.03, 1.05], [-0.16, -0.13, -0.61], [-0.17, -0.78, -0.28], [0.18, 0.17, 0.51], [0.26, 0.18, -0.06], [-0.68, 0.08, 0.30], [-0.56, -0.26, 0.07], [0.15, 0.15, -1.16], [-0.33, 0.28, 0.61], [-0.16, -0.30, 0.43]], "lumo_ev": 1.07, "homo_energy_ev": -8.882, "e_tot_ev": -8358.038}